{"formula": "CHCl3N2", "method": "the ωB97M-V functional and the def2-TZVPD basis", "species": ["C", "N", "N", "Cl", "Cl", "Cl", "H"], "positions_angstrom": [[-0.612, -0.153, -0.338], [0.344, -0.233, -1.078], [0.208, 0.155, 1.767], [-2.209, 0.132, -0.468], [0.152, -0.626, -2.837], [1.809, -0.393, 1.472], [0.308, 1.116, 1.482]], "nbo_charge": [0.264, -0.421, -0.525, 0.134, 0.083, 0.135, 0.329], "total_energy_ha": -1528.59768, "homo_energy_ev": [-9.48, -9.98], "relative_energy_ev": 2.336, "total_charge": 0, "largest_force_ev_per_a": 2.58, "multiplicity": 1, "gap_ha": [0.294, 0.300]}